Model a:
Molecular formula: C3H2O4
Method: DFT, ωB97M-V/def2-TZVPD

```
9
Properties=species:S:1:pos:R:3
O 1.79 -0.98 0.57
C 1.73 0.02 -0.13
C 0.24 0.64 -0.09
O -0.07 1.83 -0.13
C -1.11 -0.16 0.20
O -1.67 0.09 1.25
O -1.45 -0.83 -0.89
H 2.65 0.60 -0.26
H -2.12 -1.21 -0.52
```

Properties
SMILES: O=CC(=O)C(=O)O
gap between HOMO and LUMO: 9.18 eV
spin multiplicity: 1

Model b:
Molecular formula: C3H2O4
Method: DFT, ωB97M-V/def2-TZVPD

```
9
Properties=species:S:1:pos:R:3
O -0.71 0.55 1.56
C 0.33 0.39 1.07
C 1.02 1.08 -0.07
O 0.74 0.84 -1.23
H 1.09 -0.15 1.68
H 1.75 1.84 0.46
O -2.38 -0.95 -1.29
C -1.41 -1.54 -1.18
O -0.42 -2.06 -1.00
```

Properties
SMILES: O=CC=O.O=C=O
gap between HOMO and LUMO: 9.90 eV
spin multiplicity: 1

model b wins, 129.5 kJ/mol ahead of the next structure.

Model a:
Molecular formula: C5H11N
Method: DFT, ωB97M-V/def2-TZVPD

```
17
Properties=species:S:1:pos:R:3
C 1.69 -1.66 0.15
C 1.51 -0.15 0.31
N -0.52 1.01 -1.46
C -0.86 0.71 -0.11
C 0.10 0.14 0.68
C -2.20 1.07 0.39
H 1.12 -2.24 0.90
H 2.77 -1.93 0.21
H 1.31 -2.03 -0.82
H 2.12 0.28 1.13
H 1.75 0.27 -0.66
H -1.33 0.86 -2.10
H 0.40 0.63 -1.82
H -0.25 -0.29 1.66
H -2.79 0.03 0.55
H -2.74 1.70 -0.33
H -2.08 1.59 1.34
```

Properties
gap between HOMO and LUMO (spin up / spin down): 3.03 / 7.89 eV
spin multiplicity: 2
expectation value of S²: 0.751
total charge: -1

Model b:
Molecular formula: C5H11N
Method: DFT, ωB97M-V/def2-TZVPD

```
17
Properties=species:S:1:pos:R:3
C -1.58 -2.44 0.27
C -1.54 -0.95 0.56
C -0.85 -0.09 -0.53
C 0.49 0.26 -0.33
N 1.06 1.52 -0.48
C 2.31 1.70 0.28
H -0.84 -2.70 -0.50
H -2.42 -2.49 -0.48
H -1.65 -3.16 1.08
H -2.51 -0.52 0.76
H -0.85 -0.82 1.42
H -1.34 0.67 -1.15
H 1.04 -0.54 0.21
H 0.35 2.26 -0.20
H 2.19 2.43 1.08
H 2.68 0.78 0.76
H 3.13 1.92 -0.40
```

Properties
gap between HOMO and LUMO (spin up / spin down): 3.11 / 6.52 eV
spin multiplicity: 2
expectation value of S²: 0.755
total charge: -1

model a wins, 138.2 kJ/mol ahead of the next structure.

Model a:
Molecular formula: C22H32N2O4
Method: DFT, ωB97M-V/def2-TZVPD

```
60
Properties=species:S:1:pos:R:3
C -0.49 0.82 4.65
O 0.52 0.09 4.00
C 1.14 0.64 2.91
C 0.98 1.97 2.55
C 1.66 2.52 1.47
C 2.52 1.72 0.74
C 2.68 0.39 1.07
C 3.55 -0.52 0.23
N 2.71 -1.45 -0.50
C 2.58 -1.42 -1.84
O 3.25 -0.71 -2.56
C 1.48 -2.31 -2.43
C 1.13 -3.57 -1.64
C -0.19 -3.42 -0.87
C -0.41 -2.02 -0.32
O -0.72 -1.80 0.84
N -0.24 -1.05 -1.24
C -0.33 0.33 -0.84
C -1.75 0.90 -0.96
C -2.22 0.96 -2.41
C -3.63 1.56 -2.50
C -3.66 2.95 -1.88
C -3.20 2.89 -0.43
C -1.79 2.30 -0.35
C 0.23 -1.41 -2.56
C 1.99 -0.17 2.15
O 2.25 -1.50 2.35
C 1.39 -2.30 3.14
H -1.28 1.12 3.95
H -0.09 1.71 5.15
H -0.91 0.14 5.39
H 0.32 2.61 3.12
H 1.52 3.55 1.22
H 3.06 2.13 -0.10
H 4.11 0.05 -0.51
H 4.24 -1.08 0.86
H 2.07 -1.97 0.07
H 1.81 -2.57 -3.44
H 1.94 -3.82 -0.95
H 1.03 -4.42 -2.33
H -0.24 -4.13 -0.03
H -1.03 -3.64 -1.53
H 0.37 0.92 -1.43
H -0.03 0.39 0.21
H -2.42 0.25 -0.40
H -1.53 1.58 -2.99
H -2.22 -0.04 -2.85
H -3.94 1.60 -3.55
H -4.33 0.91 -1.97
H -4.68 3.35 -1.94
H -3.01 3.61 -2.45
H -3.20 3.90 0.00
H -3.89 2.27 0.15
H -1.09 2.95 -0.88
H -1.47 2.25 0.70
H -0.55 -1.95 -3.11
H 0.48 -0.51 -3.11
H 0.36 -2.23 2.79
H 1.45 -2.04 4.20
H 1.76 -3.32 3.00
```

Properties
SMILES: COc1cccc(CNC(=O)[C@H]2CCC(=O)N(CC3CCCCC3)C2)c1OC
gap between HOMO and LUMO: 8.87 eV
spin multiplicity: 1

Model b:
Molecular formula: C22H32N2O4
Method: DFT, ωB97M-V/def2-TZVPD

```
60
Properties=species:S:1:pos:R:3
C -1.17 -0.55 7.18
O -0.87 -0.81 5.84
C -1.83 -0.29 4.95
C -1.40 -0.53 3.51
C -0.27 0.41 3.11
O -0.52 1.43 2.49
N 0.99 0.11 3.50
C 1.48 -1.12 4.07
C 2.62 -1.69 3.21
C 2.48 -1.21 1.77
O 1.20 -1.64 1.34
C 0.81 -1.47 0.05
C 1.64 -1.10 -1.00
C 1.12 -0.96 -2.28
C -0.23 -1.18 -2.53
C -0.77 -1.05 -3.92
O -0.55 -1.89 -4.77
N -1.53 0.05 -4.15
C -1.67 1.13 -3.21
C -0.47 2.09 -3.18
C 0.24 2.22 -4.53
C -0.70 2.42 -5.72
C -1.13 1.10 -6.36
C -2.06 0.26 -5.48
C -1.05 -1.59 -1.48
C -0.54 -1.73 -0.21
C 2.63 0.32 1.72
C 2.07 0.95 3.00
H -0.37 -1.00 7.78
H -1.21 0.53 7.38
H -2.13 -1.00 7.47
H -1.96 0.79 5.12
H -2.80 -0.79 5.13
H -1.13 -1.58 3.37
H -2.24 -0.29 2.86
H 0.67 -1.84 4.15
H 1.84 -0.92 5.09
H 3.59 -1.37 3.59
H 2.58 -2.78 3.24
H 3.26 -1.68 1.15
H 2.69 -0.91 -0.85
H 1.77 -0.68 -3.09
H -1.84 0.74 -2.20
H -2.57 1.69 -3.50
H -0.81 3.06 -2.85
H 0.26 1.73 -2.45
H 0.84 1.33 -4.71
H 0.93 3.06 -4.47
H -0.18 3.00 -6.49
H -1.58 2.99 -5.42
H -0.24 0.51 -6.59
H -1.65 1.30 -7.30
H -3.04 0.74 -5.39
H -2.19 -0.72 -5.94
H -2.09 -1.79 -1.66
H -1.16 -2.04 0.61
H 3.68 0.59 1.59
H 2.06 0.70 0.86
H 1.67 1.94 2.81
H 2.84 1.01 3.78
```

Properties
SMILES: COCCC(=O)N1CCC(Oc2ccc(C(=O)N3CCCCCC3)cc2)CC1
gap between HOMO and LUMO: 9.13 eV
spin multiplicity: 1

model a wins, 64.0 kJ/mol ahead of the next structure.